Entry from OMol25: one molecule with the formula C8H7NOS (ωB97M-V/def2-TZVPD).

```
18
Properties=species:S:1:pos:R:3:forces:R:3:nbo_charge:R:1
O -0.747 -0.952 -1.991 -0.42 1.17 1.00 -0.636
S 0.616 1.324 2.255 -0.13 -0.83 -1.17 0.385
C 0.070 -0.817 -1.071 -0.05 -2.12 -2.37 0.589
C -0.882 1.693 1.433 0.02 -0.96 -1.55 -0.431
C 1.207 -1.711 -1.106 2.17 0.18 1.83 -0.300
C 2.219 -1.676 -0.139 -3.23 1.50 -0.51 -0.141
C 2.029 -0.748 0.950 0.36 0.54 0.68 -0.335
C 0.955 0.132 0.982 1.23 -1.49 -0.23 0.073
C -1.062 0.972 0.272 -0.67 1.85 1.73 0.195
N -0.021 0.075 -0.024 0.33 1.19 1.92 -0.405
C -2.260 1.157 -0.598 1.26 -0.59 -1.21 -0.636
H -1.544 2.467 1.813 0.18 -0.36 -0.22 0.249
H 1.255 -2.420 -1.928 -0.20 0.34 0.13 0.234
H 3.039 -2.342 -0.207 0.71 -0.41 0.18 0.222
H 2.723 -0.701 1.813 -0.40 -0.08 -0.83 0.228
H -2.843 0.248 -0.557 -0.18 -0.28 -0.48 0.239
H -1.868 1.343 -1.635 -0.86 -0.28 0.82 0.250
H -2.886 1.956 -0.262 -0.11 0.64 0.29 0.220
```
Forces are in eV/Å.

Values from the calculation:
LUMO level: 0.40 eV
Structure (SMILES): Cc1csc2cccc(=O)n12
Largest force on an atom: 3.591 eV/A
HOMO level: -0.27807 Eh